1.
Formula: C4H13N5
Source: the OMol25 dataset
Level of theory: the ωB97M-V functional and the def2-TZVPD basis

Properties
gap between HOMO and LUMO	8.628	eV
energy relative to the best compared isomer or geometry (same formula, charge and spin)	613.6	kJ/mol

The geometry in XYZ format:
```
22
Properties=species:S:1:pos:R:3:forces:R:3
N -1.098792 -1.154553 1.774599 -2.333 -2.373 1.239
N -0.750812 -0.092368 0.947168 -0.656 2.426 -1.803
N 1.616888 -1.857888 0.654756 0.272 2.540 8.035
N 1.042094 -1.077988 -0.277513 -2.150 0.943 -5.494
N 0.079551 1.103337 -1.010230 4.402 -2.003 1.319
C -0.938619 3.070366 0.185777 5.678 -4.183 3.150
C -0.004912 -0.054673 -0.121964 1.901 -2.701 2.483
C -1.034999 1.952264 -0.872012 -2.544 0.580 0.550
C 1.199379 -1.879951 -1.583536 0.794 2.820 -0.613
H 0.016072 3.675245 0.246849 -0.931 -0.642 -0.716
H 1.828924 -0.953187 1.536749 -0.185 -3.675 -2.878
H -1.695952 3.645186 0.222291 -5.457 4.563 -0.822
H -1.769357 1.103350 -0.413773 0.593 2.711 -1.526
H -1.840663 -1.936918 1.360516 2.512 2.906 0.911
H 0.702476 -1.303099 -2.474223 0.648 -1.187 1.788
H -1.038752 2.722783 1.315724 0.606 -0.292 -2.204
H 1.154439 1.498209 -0.984774 -3.796 -1.128 -0.126
H 0.730378 -2.869047 -1.389238 0.672 0.483 -0.572
H -1.597305 -0.738283 2.671711 1.214 -0.986 -2.846
H -1.352506 2.471790 -1.879903 0.506 -1.392 1.728
H 2.361555 -1.846384 -1.811133 -2.486 -0.770 0.479
H 0.953103 -2.441459 1.328164 0.739 1.358 -2.083
```
Positions in Å, forces in eV/Å.

=====

2.
Formula: C5H6AgO5
Source: the OMol25 dataset
Level of theory: the ωB97M-V functional and the def2-TZVPD basis

Properties
total charge	+1
<S²>	2.013
gap between HOMO and LUMO (spin up / spin down)	9.205 / 5.404	eV
spin multiplicity	3

The geometry in XYZ format:
```
17
Properties=species:S:1:pos:R:3:forces:R:3
Ag 0.172600 1.683895 -0.728420 -1.070 2.216 -1.686
O 2.059040 1.760319 -0.037196 2.205 -0.493 0.207
O 2.495882 0.542287 1.865165 -1.434 -0.091 -7.033
O -1.432062 2.089286 0.559234 -1.621 0.905 2.426
O 0.903585 -0.057146 0.221703 1.679 -0.859 1.918
O -0.036751 0.088819 -2.143927 -0.238 -0.906 -1.120
C -2.846906 0.389930 1.736498 2.081 3.207 0.228
C 0.644095 -1.051836 -1.896829 0.481 -0.344 -0.695
C -2.101150 1.522617 1.360783 -1.996 -4.219 -1.523
C 2.054396 0.680831 0.636534 0.041 0.542 7.469
C 0.901082 -1.317619 -0.406324 -0.188 -0.576 -0.233
H 0.191365 -1.906430 -2.430926 0.063 0.158 0.140
H -2.730054 -0.015779 2.742150 -0.022 0.177 -0.319
H -3.758997 0.185840 1.174214 0.210 0.364 0.090
H 1.616771 -0.896796 -2.444867 -0.274 -0.035 0.188
H 0.031640 -1.842059 0.008109 0.374 -0.067 0.012
H 1.835469 -1.856159 -0.215905 -0.294 0.022 -0.069
```
Positions in Å, forces in eV/Å.

=====

3.
Formula: C4H8NO2
Source: the OMol25 dataset
Level of theory: the ωB97M-V functional and the def2-TZVPD basis

Properties
total charge	-1
SMILES	O=CNCCC[O-]
gap between HOMO and LUMO	6.272	eV
energy relative to the best compared isomer or geometry (same formula, charge and spin)	309.0	kJ/mol

The geometry in XYZ format:
```
15
Properties=species:S:1:pos:R:3:forces:R:3
O 3.094256 0.957427 -0.705897 -0.795 -0.763 0.223
O -2.036694 -1.478680 2.126045 0.154 0.740 -0.944
N 0.873795 0.236600 -0.613539 2.069 0.489 -0.982
C -0.571994 0.358643 -0.858333 1.532 -2.419 0.709
C -1.693549 -1.159158 0.875723 0.689 -0.868 0.073
C -1.263094 0.294492 0.466278 -0.675 1.845 0.674
C 1.941596 0.885721 -1.136210 0.180 -0.191 1.019
H -0.843429 -1.831352 0.437518 -0.284 0.390 0.335
H -0.856682 1.041125 1.223986 -0.019 -1.361 -0.635
H 1.748468 1.329092 -2.048914 -0.799 1.663 -2.254
H -0.820229 1.225736 -1.413861 0.296 1.006 -0.538
H -0.965128 -0.531726 -1.399106 0.403 0.411 -0.127
H -2.480189 -1.281784 0.069760 -0.219 -0.451 0.218
H 1.294229 -0.509364 -0.112354 -0.895 -0.925 1.426
H -2.131862 0.793903 0.091820 -1.639 0.432 0.803
```
Positions in Å, forces in eV/Å.

=====

The following total energy values (in hartree) correspond, in order, to the records above: -433.736442; -716.749795; -362.406534.